--- P ---
Computed, not measured: the molecule CH4, with ωB97M-V with the def2-TZVPD basis set.

Last column: natural (NBO) charge in e.
Atoms and positions in Å:
1 C -0.022 -0.011 -0.003  -0.871
2 H 0.731 -0.194 0.700  0.217
3 H 0.749 0.010 -0.699  0.218
4 H -0.835 -0.808 -0.066  0.223
5 H -0.511 1.060 0.085  0.214

- HOMO-LUMO gap: 0.501 Eh
- E_HOMO: -12.4 eV

--- Q ---
Computed, not measured: the molecule CH4, with ωB97M-V with the def2-TZVPD basis set.

Last column: natural (NBO) charge in e.
Atoms and positions in Å:
1 C -0.018 0.012 -0.041  -0.853
2 H 0.732 -0.395 0.706  0.211
3 H 0.043 -0.677 -0.814  0.210
4 H 0.205 1.082 -0.390  0.217
5 H -0.963 -0.023 0.539  0.215

- HOMO-LUMO gap: 0.515 Eh
- E_HOMO: -12.7 eV

Which is most stable? The ranking, best first, is Q, P.

--- P ---
Computed, not measured: the molecule C18H22N4O3, with ωB97M-V with the def2-TZVPD basis set.

Last column: natural (NBO) charge in e.
Atoms and positions in Å:
1 O -2.304 5.929 1.965  -0.492
2 O 1.593 -1.452 -1.222  -0.428
3 O -2.898 4.307 -0.358  -0.523
4 N 5.097 -3.438 1.156  -0.335
5 N 2.786 -3.346 -1.947  -0.597
6 N 0.612 -4.130 -0.358  -0.458
7 N 2.653 -0.914 0.666  -0.403
8 C 0.759 -4.879 0.871  -0.406
9 C -3.145 3.493 -1.476  -0.251
10 C 0.217 3.375 2.250  -0.176
11 C 3.218 -2.049 0.149  -0.176
12 C -0.672 -3.466 -0.434  -0.413
13 C -1.052 2.875 0.285  -0.275
14 C 0.849 1.400 0.948  -0.127
15 C -0.579 4.477 2.461  -0.244
16 C 2.540 -2.379 -1.018  0.563
17 C 1.702 -0.588 -0.153  0.441
18 C -3.378 6.432 1.203  -0.240
19 C 0.921 -4.891 -1.554  -0.233
20 C -0.003 2.546 1.149  -0.097
21 C 1.639 -3.981 -2.567  -0.223
22 C -1.863 3.979 0.485  0.294
23 C 4.259 -2.779 0.727  0.270
24 C 0.799 0.512 -0.062  -0.277
25 C -1.625 4.809 1.601  0.263
26 H 0.046 -5.712 0.953  0.165
27 H 1.597 -5.708 -1.287  0.198
28 H 1.984 -4.560 -3.425  0.210
29 H 3.489 -4.001 -1.627  0.398
30 H 0.603 -4.204 1.712  0.207
31 H -0.417 5.126 3.308  0.228
32 H -2.289 3.472 -2.159  0.177
33 H 1.615 1.244 1.696  0.226
34 H 1.773 -5.272 0.938  0.205
35 H -3.702 7.329 1.732  0.189
36 H -3.995 3.949 -1.982  0.201
37 H -3.066 6.700 0.192  0.182
38 H 0.973 -3.191 -2.915  0.207
39 H -0.718 -2.863 -1.339  0.199
40 H -4.205 5.722 1.150  0.183
41 H -1.513 -4.177 -0.441  0.167
42 H -0.781 -2.805 0.425  0.208
43 H -1.232 2.241 -0.566  0.211
44 H 0.079 0.573 -0.865  0.209
45 H 1.017 3.151 2.938  0.214
46 H 0.026 -5.329 -2.020  0.181
47 H -3.407 2.471 -1.184  0.176

- HOMO-LUMO gap: 0.268 Eh
- E_HOMO: -7.2 eV

--- Q ---
Computed, not measured: the molecule C18H22N4O3, with ωB97M-V with the def2-TZVPD basis set.

Last column: natural (NBO) charge in e.
Atoms and positions in Å:
1 O -2.894 1.847 0.351  -0.520
2 O 4.810 -1.348 1.617  -0.592
3 O -2.288 -0.586 2.775  -0.635
4 N -1.171 -0.472 0.833  -0.435
5 N 0.017 -2.395 -0.941  -0.433
6 N 2.149 -0.027 -1.145  -0.526
7 N 3.159 -1.704 0.114  -0.608
8 C -4.316 -0.047 0.201  -0.426
9 C -4.674 0.964 -0.899  -0.436
10 C -3.327 0.732 1.106  0.009
11 C -2.202 -0.154 1.637  0.669
12 C 3.895 0.532 0.454  -0.226
13 C 4.685 1.508 1.063  -0.138
14 C 3.597 3.197 -0.251  -0.172
15 C -0.140 -1.362 1.329  -0.247
16 C 4.037 -0.876 0.812  0.655
17 C -4.010 2.258 -0.406  -0.070
18 C -0.122 -2.641 0.480  -0.228
19 C -0.948 -1.417 -1.398  -0.223
20 C 2.809 2.248 -0.863  -0.239
21 C -0.980 -0.130 -0.558  -0.251
22 C 1.366 -2.297 -1.456  -0.255
23 C 4.536 2.830 0.712  -0.227
24 C 2.263 -1.261 -0.817  0.450
25 C 2.948 0.899 -0.521  0.245
26 H -0.023 0.392 -0.666  0.222
27 H -3.863 1.090 1.999  0.199
28 H 2.078 2.517 -1.609  0.226
29 H -1.077 -3.159 0.626  0.205
30 H 3.223 -2.693 0.329  0.421
31 H -5.747 1.086 -1.020  0.218
32 H -4.705 2.825 0.229  0.164
33 H -3.847 -0.939 -0.212  0.210
34 H 3.486 4.238 -0.518  0.217
35 H -3.649 2.903 -1.208  0.196
36 H 5.145 3.587 1.182  0.219
37 H -1.771 0.529 -0.899  0.232
38 H -0.371 -1.597 2.369  0.257
39 H -0.738 -1.168 -2.439  0.207
40 H -4.249 0.662 -1.857  0.206
41 H -5.187 -0.358 0.774  0.224
42 H 0.678 -3.304 0.814  0.197
43 H 1.830 -3.284 -1.342  0.194
44 H -1.931 -1.903 -1.349  0.189
45 H 1.293 -2.071 -2.521  0.232
46 H 0.824 -0.845 1.283  0.187
47 H 5.402 1.194 1.806  0.236

- HOMO-LUMO gap: 0.324 Eh
- E_HOMO: -8.3 eV

Which is most stable? The ranking, best first, is Q, P.

--- P ---
Computed, not measured: the molecule C3H4ClN, with ωB97M-V with the def2-TZVPD basis set.

Last column: natural (NBO) charge in e.
Atoms and positions in Å:
1 Cl 1.165 -0.888 -0.087  -0.058
2 N -2.429 -0.469 -0.254  -0.262
3 C 0.543 1.648 -0.200  -0.634
4 C -0.028 0.418 0.494  -0.291
5 C -1.395 -0.083 0.190  0.246
6 H 0.315 0.502 1.650  0.280
7 H -0.329 2.571 -0.330  0.240
8 H 1.079 1.509 -1.389  0.251
9 H 1.416 1.897 0.422  0.229

- HOMO-LUMO gap: 0.427 Eh
- E_HOMO: -11.2 eV

--- Q ---
Computed, not measured: a cluster of 2 separate species, C3H4ClN in total, with ωB97M-V with the def2-TZVPD basis set.

Last column: natural (NBO) charge in e.
Atoms and positions in Å:
1 Cl -2.093 0.806 0.869  -0.652
2 N 0.746 0.091 0.195  -0.415
3 C -0.642 -1.084 -1.397  -0.414
4 C -0.245 -0.287 -0.473  0.476
5 C 1.102 0.820 1.170  0.057
6 H -1.611 -1.338 -1.751  0.268
7 H 2.165 0.969 1.561  0.204
8 H 0.344 1.487 1.678  0.231
9 H 0.235 -1.464 -1.852  0.245

- HOMO-LUMO gap: 0.294 Eh
- E_HOMO: -9.1 eV

Which is most stable? The ranking, best first, is P, Q.